(1)
{"formula": "C47H58BrF2GeN5O2STeTi", "method": "the ωB97M-V functional and the def2-TZVPD basis", "elements": ["Ti", "S", "C", "N", "N", "C", "C", "C", "C", "C", "C", "N", "N", "C", "C", "C", "C", "C", "C", "H", "H", "H", "H", "H", "H", "H", "H", "H", "H", "H", "C", "C", "C", "C", "Ge", "C", "C", "C", "C", "H", "H", "H", "H", "H", "H", "H", "H", "H", "H", "H", "H", "H", "H", "H", "H", "H", "H", "H", "Br", "C", "C", "C", "C", "C", "C", "C", "O", "O", "H", "H", "H", "H", "Te", "C", "C", "C", "C", "C", "C", "H", "H", "H", "H", "H", "F", "C", "F", "H", "C", "C", "C", "C", "C", "C", "C", "C", "N", "C", "C", "C", "C", "H", "H", "H", "H", "H", "H", "H", "H", "H", "H", "H", "H", "H", "H", "H", "H", "H", "H"], "xyz": [[1.024, 0.010, 0.958], [-1.448, 1.554, -0.561], [-0.347, 0.406, -1.355], [-0.893, -0.431, -2.162], [0.020, -1.290, -2.835], [0.816, -0.738, -3.831], [0.421, 0.404, -4.530], [1.194, 0.873, -5.581], [2.369, 0.236, -5.948], [2.768, -0.891, -5.238], [2.005, -1.376, -4.194], [1.001, 0.295, -1.018], [1.788, 1.372, -0.435], [3.042, 1.300, -1.198], [3.090, 1.836, -2.476], [4.225, 1.664, -3.250], [5.306, 0.946, -2.760], [5.237, 0.384, -1.494], [4.101, 0.550, -0.714], [0.499, -1.911, -2.195], [-0.495, 0.908, -4.256], [0.865, 1.752, -6.122], [2.969, 0.611, -6.764], [3.685, -1.401, -5.503], [2.325, -2.255, -3.647], [2.226, 2.349, -2.881], [4.253, 2.078, -4.248], [6.189, 0.808, -3.370], [6.062, -0.203, -1.112], [4.031, 0.095, 0.264], [-5.099, 3.664, 2.891], [-5.319, 2.370, 2.119], [-4.431, 2.269, 0.884], [-4.618, 0.962, 0.121], [-3.441, 0.659, -1.408], [-3.690, 1.769, -3.007], [-5.130, 2.036, -3.453], [-5.896, 3.013, -2.568], [-7.255, 3.375, -3.153], [-5.751, 3.729, 3.761], [-5.293, 4.533, 2.261], [-4.069, 3.736, 3.242], [-6.367, 2.296, 1.814], [-5.119, 1.513, 2.768], [-3.387, 2.362, 1.199], [-4.632, 3.125, 0.230], [-5.646, 0.873, -0.242], [-4.437, 0.114, 0.787], [-3.515, -0.816, -1.786], [-3.154, 1.228, -3.791], [-3.156, 2.711, -2.858], [-5.687, 1.095, -3.521], [-5.107, 2.446, -4.468], [-5.296, 3.919, -2.438], [-6.034, 2.587, -1.573], [-7.146, 3.840, -4.135], [-7.794, 4.073, -2.513], [-7.876, 2.487, -3.276], [-2.184, -8.034, 1.205], [-1.870, -6.173, 1.080], [-2.924, -5.294, 1.277], [-2.689, -3.933, 1.185], [-1.413, -3.457, 0.905], [-0.369, -4.354, 0.710], [-0.593, -5.720, 0.793], [-1.201, -1.976, 0.826], [-2.127, -1.195, 0.872], [0.073, -1.617, 0.754], [-3.912, -5.672, 1.499], [-3.490, -3.222, 1.331], [0.621, -3.981, 0.493], [0.213, -6.424, 0.642], [0.989, 3.399, -0.413], [2.734, 4.529, -0.065], [3.788, 4.720, -0.957], [4.743, 5.691, -0.703], [4.635, 6.510, 0.415], [3.576, 6.345, 1.291], [2.639, 5.344, 1.064], [3.874, 4.119, -1.850], [5.564, 5.824, -1.394], [5.379, 7.273, 0.601], [3.485, 6.979, 2.163], [1.832, 5.196, 1.770], [0.388, 2.034, 2.727], [-0.268, 0.854, 2.382], [-0.124, 0.003, 3.473], [-1.334, 1.077, 2.299], [4.924, 3.651, 2.913], [4.078, 2.497, 3.376], [3.805, 2.331, 4.728], [3.080, 1.238, 5.186], [2.735, 1.086, 6.642], [2.653, 0.285, 4.272], [2.913, 0.419, 2.911], [3.605, 1.552, 2.474], [2.521, -0.582, 1.950], [3.024, -1.973, 2.148], [2.096, -2.817, 3.026], [4.426, -1.952, 2.761], [3.142, -2.605, 0.752], [4.496, 4.603, 3.226], [5.022, 3.668, 1.828], [5.924, 3.587, 3.346], [4.171, 3.063, 5.439], [3.238, 1.837, 7.249], [3.018, 0.100, 7.015], [1.660, 1.196, 6.793], [2.082, -0.560, 4.628], [3.838, 1.672, 1.426], [2.083, -2.464, 4.054], [2.452, -3.849, 3.037], [1.073, -2.809, 2.650], [4.418, -1.668, 3.812], [5.071, -1.250, 2.228], [4.862, -2.949, 2.681], [2.292, -2.362, 0.110], [3.198, -3.693, 0.837], [4.048, -2.264, 0.248]], "nbo_charge": [1.9317, -0.1680, 0.2817, -0.3786, -0.4679, 0.2601, -0.3161, -0.1794, -0.2797, -0.1867, -0.2805, -0.6606, -0.6462, 0.2280, -0.2658, -0.1908, -0.2295, -0.1406, -0.2877, 0.3726, 0.2236, 0.2081, 0.2098, 0.2098, 0.2060, 0.2428, 0.2230, 0.2159, 0.2075, 0.2494, -0.6020, -0.3883, -0.4012, -0.8563, 1.3294, -0.8386, -0.3968, -0.3956, -0.6005, 0.2096, 0.1994, 0.2025, 0.1923, 0.1971, 0.1964, 0.1956, 0.2230, 0.2467, -0.1213, 0.2392, 0.2256, 0.1953, 0.2013, 0.1936, 0.1941, 0.2017, 0.2091, 0.2015, 0.0615, -0.0672, -0.2483, -0.1553, -0.1022, -0.1736, -0.2396, 0.7902, -0.6061, -0.8613, 0.2300, 0.2381, 0.2296, 0.2276, 0.7954, -0.3453, -0.2250, -0.1993, -0.1984, -0.2346, -0.1641, 0.2312, 0.2173, 0.2175, 0.2188, 0.2193, -0.3488, 0.0680, -0.3471, 0.1532, -0.6316, -0.0206, -0.1750, -0.0143, -0.6308, -0.1785, 0.0935, -0.1873, -0.8502, 0.1309, -0.6109, -0.6177, -0.5955, 0.2178, 0.2180, 0.2187, 0.1962, 0.2125, 0.2171, 0.2246, 0.2117, 0.2099, 0.2086, 0.2096, 0.2273, 0.2202, 0.2121, 0.2147, 0.2172, 0.2120, 0.2140]}


(2)
{"formula": "C47H58N8NbO2", "method": "the ωB97M-V functional and the def2-TZVPD basis", "total_charge": -1, "elements": ["C", "C", "O", "O", "C", "C", "C", "C", "C", "Nb", "H", "H", "H", "H", "H", "H", "H", "H", "H", "H", "H", "H", "H", "H", "H", "H", "H", "H", "N", "C", "C", "C", "C", "C", "H", "H", "H", "H", "H", "N", "C", "C", "C", "C", "C", "H", "H", "H", "H", "H", "N", "C", "C", "C", "C", "C", "H", "H", "H", "H", "H", "N", "C", "C", "C", "C", "C", "H", "H", "H", "H", "H", "N", "C", "C", "C", "C", "C", "H", "H", "H", "H", "H", "N", "C", "C", "C", "C", "C", "H", "H", "H", "H", "H", "N", "C", "C", "C", "C", "C", "H", "H", "H", "H", "H", "N", "C", "C", "C", "C", "C", "H", "H", "H", "H", "H"], "xyz": [[-1.770, -2.812, -3.640], [-1.177, -4.064, -3.037], [-1.814, -5.110, -2.994], [0.098, -4.015, -2.610], [0.435, -2.829, -1.830], [-0.274, -2.865, -0.498], [0.123, -1.781, 0.505], [-0.512, -0.420, 0.259], [-0.016, 0.356, -0.977], [2.212, 0.861, -1.088], [-2.721, -3.087, -4.080], [-1.117, -2.398, -4.403], [-1.961, -2.046, -2.893], [1.507, -2.863, -1.677], [0.225, -1.947, -2.421], [-1.359, -2.886, -0.628], [-0.007, -3.828, -0.055], [1.201, -1.727, 0.644], [-0.264, -2.152, 1.455], [-0.343, 0.198, 1.141], [-1.595, -0.562, 0.194], [-0.471, 1.354, -0.932], [-0.408, -0.082, -1.894], [2.411, 0.670, 0.739], [2.750, -0.854, -1.479], [2.054, 1.189, -2.896], [1.884, 2.667, -0.872], [3.981, 1.299, -1.305], [-0.533, 1.527, -3.955], [-0.172, 1.141, -5.171], [-0.947, 1.345, -6.306], [-2.169, 1.984, -6.163], [-2.557, 2.398, -4.899], [-1.703, 2.148, -3.833], [0.792, 0.642, -5.229], [-0.602, 1.006, -7.274], [-2.808, 2.151, -7.018], [-3.503, 2.898, -4.739], [-1.968, 2.449, -2.824], [3.840, 4.947, 0.006], [2.997, 5.157, 1.010], [2.367, 6.372, 1.241], [2.630, 7.425, 0.379], [3.504, 7.222, -0.677], [4.077, 5.964, -0.816], [2.818, 4.304, 1.655], [1.686, 6.486, 2.074], [2.159, 8.390, 0.525], [3.739, 8.016, -1.372], [4.762, 5.755, -1.631], [-3.802, 0.370, 1.611], [-3.160, 1.457, 2.034], [-3.150, 1.872, 3.358], [-3.843, 1.118, 4.291], [-4.516, -0.017, 3.866], [-4.461, -0.340, 2.519], [-2.629, 2.014, 1.271], [-2.608, 2.761, 3.646], [-3.856, 1.408, 5.334], [-5.066, -0.638, 4.560], [-4.965, -1.223, 2.136], [-0.599, -3.027, 4.209], [-1.826, -3.176, 3.712], [-2.539, -4.362, 3.771], [-1.941, -5.459, 4.362], [-0.666, -5.326, 4.884], [-0.044, -4.088, 4.792], [-2.248, -2.305, 3.223], [-3.530, -4.426, 3.340], [-2.457, -6.411, 4.398], [-0.158, -6.163, 5.343], [0.957, -3.940, 5.184], [2.403, -3.158, 7.663], [3.017, -3.606, 8.755], [2.520, -3.440, 10.039], [1.318, -2.771, 10.197], [0.666, -2.298, 9.070], [1.249, -2.517, 7.831], [3.956, -4.122, 8.587], [3.063, -3.827, 10.890], [0.895, -2.621, 11.182], [-0.275, -1.771, 9.146], [0.771, -2.165, 6.922], [-4.623, 0.099, -6.934], [-3.911, -1.018, -6.806], [-4.470, -2.259, -6.539], [-5.844, -2.344, -6.394], [-6.600, -1.190, -6.521], [-5.942, 0.001, -6.791], [-2.838, -0.905, -6.918], [-3.841, -3.133, -6.445], [-6.319, -3.294, -6.182], [-7.676, -1.209, -6.412], [-6.497, 0.927, -6.897], [1.156, -8.179, 1.356], [1.508, -8.381, 0.088], [0.768, -7.937, -0.998], [-0.413, -7.252, -0.759], [-0.799, -7.044, 0.555], [0.018, -7.522, 1.568], [2.438, -8.918, -0.060], [1.113, -8.118, -2.007], [-1.012, -6.875, -1.579], [-1.707, -6.507, 0.791], [-0.241, -7.357, 2.609], [5.263, 9.989, -1.650], [6.476, 9.563, -1.310], [7.604, 10.370, -1.324], [7.464, 11.690, -1.716], [6.207, 12.149, -2.074], [5.143, 11.261, -2.023], [6.539, 8.522, -1.011], [8.566, 9.969, -1.034], [8.320, 12.352, -1.741], [6.052, 13.173, -2.387], [4.142, 11.580, -2.293]], "lowdin_charge": [0.0150, -0.5246, 0.0631, -0.0102, -0.1807, -0.1749, -0.2312, -0.3432, -0.4365, 0.9120, 0.0674, 0.0938, 0.0857, 0.0956, 0.0841, 0.1156, 0.1121, 0.0819, 0.0779, 0.0782, 0.0766, 0.0030, -0.0163, -0.1833, -0.1812, -0.1887, -0.1835, -0.2263, 0.0613, -0.1627, -0.0913, -0.1175, -0.0793, -0.1474, 0.0922, 0.0951, 0.0885, 0.0950, 0.0999, 0.0670, -0.1691, -0.0856, -0.0967, -0.0903, -0.1569, 0.0996, 0.0919, 0.0962, 0.0678, 0.1015, 0.0633, -0.1476, -0.0669, -0.0864, -0.0870, -0.1744, 0.1081, 0.1014, 0.1009, 0.0966, 0.1004, 0.0705, -0.1552, -0.0763, -0.0994, -0.0791, -0.1518, 0.0942, 0.0988, 0.1034, 0.1018, 0.0940, 0.0598, -0.1575, -0.0821, -0.0897, -0.0719, -0.1520, 0.1017, 0.0966, 0.1011, 0.1000, 0.0970, 0.0623, -0.1417, -0.0728, -0.0807, -0.0785, -0.1539, 0.0987, 0.1004, 0.1044, 0.0973, 0.1012, 0.0451, -0.1666, -0.0679, -0.0680, -0.0697, -0.1619, 0.0966, 0.1003, 0.0862, 0.0988, 0.0839, 0.0567, -0.1424, -0.0718, -0.0874, -0.0795, -0.1517, 0.1064, 0.1006, 0.1019, 0.0974, 0.1033]}


E_HOMO readings, ordered: -0.277; -0.162 hartree
LUMO level readings, ordered: -0.52; 2.14 eV